ORCA calculation (ωB97M-V/def2-TZVPD) on a molecular structure, C51H36N4NdOS in a non-equilibrium geometry.

XYZ file:
```
94
Properties=species:S:1:pos:R:3
Nd -0.1690 0.1605 -0.1316
C -5.3562 -5.1907 -1.6960
C -5.3133 -4.2793 -0.6239
C -4.3295 -3.3765 -0.5674
C -3.3388 -3.3946 -1.5725
C -3.4382 -4.2116 -2.6715
C -4.4430 -5.1745 -2.7026
C -2.2166 -2.3613 -1.5892
C -2.6339 -1.0499 -1.7319
C -4.0168 -0.5711 -1.9894
C -4.0204 0.7817 -2.0063
C -2.6576 1.2195 -1.8682
N -1.8263 0.0860 -1.7756
C -2.2063 2.5878 -1.7070
C -0.9120 3.1141 -1.5978
C -0.4386 4.4488 -1.7063
C 0.9126 4.4592 -1.4609
C 1.2960 3.0770 -1.1126
C 2.5862 2.6388 -0.7723
C 3.7085 3.5909 -1.0236
C 4.8999 3.1752 -1.6566
C 5.9693 4.0250 -1.9140
C 5.8076 5.3839 -1.6139
C 4.6229 5.8274 -1.0488
C 3.6222 4.9614 -0.6958
C 2.9081 1.3233 -0.2380
N 2.1354 0.1973 -0.4141
C 2.8123 -0.9230 0.2105
C 2.4304 -2.3323 0.0487
C 3.4344 -3.4012 0.3577
C 3.1123 -4.5433 1.1247
C 3.9709 -5.6189 1.1935
C 5.2160 -5.6008 0.5871
C 5.5318 -4.4752 -0.1791
C 4.7546 -3.3579 -0.1791
C 1.1670 -2.8542 -0.3648
C 0.8114 -4.2563 -0.6298
C -0.4891 -4.2414 -1.1445
C -0.9029 -2.8810 -1.2736
N 0.0793 -2.0469 -0.7508
C 4.0030 -0.4039 0.7683
C 4.1211 0.9599 0.4470
N 0.1334 2.3021 -1.2063
C -3.2722 3.6116 -1.9089
C -3.3275 4.1984 -3.1634
C -4.2599 5.1613 -3.4462
C -5.1668 5.6158 -2.4660
C -5.2153 4.8969 -1.2654
C -4.3135 3.8929 -1.0007
H -6.2526 -5.8432 -1.7184
H -6.0491 -4.3604 0.2311
H -4.2785 -2.5823 0.1130
H -2.7348 -4.0359 -3.4503
H -4.5531 -5.7918 -3.5998
H -4.8958 -1.1846 -2.0666
H -4.9108 1.3479 -2.0746
H -1.0758 5.3082 -1.8493
H 1.5501 5.2682 -1.7372
H 4.9734 2.1896 -2.0874
H 6.8157 3.6939 -2.4380
H 6.6386 6.1145 -1.8057
H 4.5258 6.9495 -0.9511
H 2.7454 5.3674 -0.1894
H 2.1641 -4.5662 1.6231
H 3.6199 -6.4881 1.7310
H 5.9580 -6.3911 0.6389
H 6.4637 -4.4256 -0.7181
H 5.0333 -2.3933 -0.6103
H 1.3316 -5.1734 -0.4706
H -1.0526 -5.1089 -1.3990
H 4.6998 -0.9214 1.4500
H 4.9706 1.5409 0.7177
H -2.6360 3.8829 -3.9342
H -4.2055 5.7460 -4.3482
H -5.8188 6.4663 -2.7028
H -5.9776 5.0405 -0.5022
H -4.4529 3.3426 -0.0822
C -1.9600 1.4651 3.8940
S -1.5960 -0.1461 3.1731
O -0.5896 0.2189 2.0267
C -0.6029 -0.7692 4.5151
C -1.1928 -1.7764 5.2822
C -0.4910 -2.2853 6.3424
C 0.7976 -1.8363 6.6330
C 1.3221 -0.8059 5.8911
C 0.6157 -0.1907 4.8748
H -1.0631 2.0359 4.1516
H -2.5763 1.2224 4.7371
H -2.5928 2.0086 3.1927
H -2.1996 -2.1014 4.9870
H -0.9248 -3.0942 6.8944
H 1.3307 -2.2376 7.4866
H 2.3354 -0.4199 6.0807
H 1.0086 0.5689 4.1970
```

Gap between HOMO and LUMO (alpha / beta) = 5.3 / 5.4 eV
E_LUMO (alpha / beta) = -3.67 / -3.67 eV
E = -87585.8029 eV
Maximum force = 3.0 eV/Å
Multiplicity = 4
Net charge = +1